Entry 1:
This record from the Open Molecules 2025 dataset describes a single C3H2N2O3S2 molecule at a distorted geometry. The level of theory is ωB97M-V/def2-TZVPD.

Summary:
Electronic energy = -1246.91484 Ha
HOMO-LUMO gap (spin up / spin down) = 9.4 / 5.1 eV
HOMO (spin up / spin down) = -10.298 / -8.052 eV
Charge = 0

CARTESIAN COORDINATES (ANGSTROEM)
C -0.732 -0.243 1.256
C -0.588 -0.095 -0.143
C -0.565 1.319 -0.365
N -0.784 0.894 1.857
N -0.715 1.817 0.885
O -0.712 -2.509 -0.689
O 2.893 -0.229 -0.667
O 0.952 -1.079 -2.057
S -0.740 -1.290 -1.403
S 2.296 -0.256 -1.990
H -0.765 -1.093 1.997
H -0.539 2.764 1.320

These are the Mulliken partial charges, in e, on atoms 1 to 2: -0.30 0.25

=====

Entry 2:
This record from the Open Molecules 2025 dataset describes a 3-piece molecular cluster, C6H18O6 overall at a distorted geometry. The level of theory is ωB97M-V/def2-TZVPD.

Summary:
Electronic energy = -690.72292 Ha
HOMO-LUMO gap = 10.3 eV
HOMO = -9.762 eV
Charge = 0

CARTESIAN COORDINATES (ANGSTROEM)
O -0.882 2.526 2.243
C -2.236 2.886 2.062
C -2.539 4.224 1.305
O -3.910 4.552 1.322
H -0.595 2.066 1.450
H -2.629 2.097 1.421
H -2.570 2.824 3.098
H -2.196 4.088 0.279
H -1.977 4.978 1.855
H -4.045 5.498 1.413
O 1.786 -0.710 3.038
C 2.309 -1.207 1.776
C 1.126 -1.413 0.801
O 0.307 -0.266 0.989
H 1.779 -1.438 3.663
H 2.887 -0.317 1.525
H 2.901 -2.099 1.982
H 0.494 -2.287 0.958
H 1.573 -1.543 -0.184
H 0.266 -0.153 1.941
O 0.366 -0.679 -3.865
C 0.127 -1.821 -3.094
C 1.273 -2.920 -2.771
O 1.872 -3.356 -3.959
H 0.728 -1.191 -4.592
H -0.462 -1.491 -2.238
H -0.556 -2.231 -3.838
H 0.825 -3.777 -2.269
H 2.112 -2.538 -2.189
H 1.864 -4.302 -4.120

These are the Mulliken partial charges, in e, on atoms 1 to 2: -0.50 -0.40

=====

Entry 3:
This record from the Open Molecules 2025 dataset describes C3H5N3 as an isolated structure at a distorted geometry. The level of theory is ωB97M-V/def2-TZVPD.

Summary:
Electronic energy = -281.46230 Ha
HOMO-LUMO gap = 9.7 eV
HOMO = -9.102 eV
Charge = 0

CARTESIAN COORDINATES (ANGSTROEM)
C -2.322 -0.214 0.170
C -0.090 0.908 -0.237
C -0.903 -0.185 0.398
N -3.429 -0.284 -0.089
N 0.637 -2.124 0.129
N -0.395 -1.788 -0.385
H -0.348 1.958 0.083
H 0.853 0.651 -0.240
H -0.380 0.944 -1.354
H -0.627 -0.443 1.523
H 0.992 -3.134 -0.181

These are the Mulliken partial charges, in e, on atoms 1 to 2: 0.25 -1.25

=====

Entry 4:
This record from the Open Molecules 2025 dataset describes a 2-piece molecular cluster, C8H9N2O2S overall at a distorted geometry. The level of theory is ωB97M-V/def2-TZVPD.

Summary:
Electronic energy = -968.33018 Ha
HOMO-LUMO gap (spin up / spin down) = 7.0 / 7.0 eV
HOMO (spin up / spin down) = -3.620 / -3.623 eV
Charge = -1

CARTESIAN COORDINATES (ANGSTROEM)
C 0.736 -2.891 -0.662
C 0.886 -1.538 -1.095
C 1.355 -2.955 0.545
C 1.637 -0.876 -0.088
C 2.309 1.569 0.273
C 0.114 2.260 -0.359
C -3.079 1.565 0.375
C -1.847 0.888 -0.230
N 1.347 2.334 0.048
N 1.925 -1.814 0.911
O -0.447 3.071 -1.045
O -0.557 1.308 0.380
S 3.797 1.564 0.849
H 0.404 -3.799 -1.203
H 0.448 -1.213 -1.890
H 1.724 -3.834 1.047
H -3.011 1.407 1.488
H -3.051 2.559 0.246
H -3.969 1.040 -0.108
H -1.540 1.168 -1.324
H -1.689 -0.160 0.053
H 2.506 -1.651 1.789

These are the Mulliken partial charges, in e, on atoms 1 to 2: -0.49 -0.87

=====

Entry 5:
This record from the Open Molecules 2025 dataset describes C32H36F5HoN4Si as an isolated structure at a distorted geometry. The level of theory is ωB97M-V/def2-TZVPD.

Summary:
Electronic energy = -3196.99125 Ha
HOMO-LUMO gap (spin up / spin down) = 7.4 / 7.5 eV
HOMO (spin up / spin down) = -7.381 / -7.391 eV
Multiplicity = 5
Charge = 0

CARTESIAN COORDINATES (ANGSTROEM)
Ho 0.050 0.021 0.072
C 3.506 -1.685 0.952
C 3.606 -0.580 -0.104
N 2.447 -0.493 -1.058
C 2.777 0.578 -2.029
C 3.712 0.161 -3.170
C 2.129 -1.760 -1.777
C 1.319 -2.800 -1.006
N 0.426 -2.190 -0.046
C -0.186 -3.009 0.868
C -0.939 -2.401 1.884
F -0.855 -0.993 1.933
C -1.628 -3.060 2.854
F -2.430 -2.402 3.729
C -1.510 -4.448 2.985
C -0.732 -5.094 2.010
F -0.640 -6.437 2.115
C -0.115 -4.429 0.949
F 0.645 -5.126 0.052
H 4.025 -1.362 1.873
H 3.988 -2.612 0.574
H 2.452 -1.864 1.174
H 4.548 -0.700 -0.669
H 3.678 0.417 0.341
H 3.274 1.382 -1.458
H 1.858 0.942 -2.486
H 4.619 -0.320 -2.792
H 4.006 1.077 -3.733
H 3.272 -0.539 -3.875
H 3.071 -2.229 -2.088
H 1.622 -1.471 -2.696
H 2.032 -3.505 -0.558
H 0.745 -3.373 -1.744
H -2.012 -4.993 3.787
C -0.559 4.483 -1.546
C 0.032 5.286 -0.523
C 0.845 4.665 0.420
C 0.957 3.249 0.419
N 0.239 2.495 -0.458
C -0.433 3.113 -1.464
C 1.786 2.569 1.420
C 2.813 3.291 2.057
C 3.557 2.637 3.035
C 3.256 1.314 3.445
C 2.215 0.655 2.830
C 1.516 1.240 1.763
H -1.111 4.974 -2.380
H -0.119 6.371 -0.525
H 1.389 5.232 1.196
H -0.830 2.398 -2.191
H 3.025 4.288 1.698
H 4.361 3.194 3.495
H 3.828 0.815 4.237
H 1.938 -0.353 3.109
C -2.175 1.731 2.049
Si -3.300 0.941 0.816
C -4.412 -0.323 1.616
C -4.377 2.156 -0.066
N -2.188 0.179 -0.337
C -2.615 -0.303 -1.532
C -3.906 -0.832 -1.831
C -4.113 -1.531 -3.030
C -3.086 -1.769 -3.943
C -1.804 -1.224 -3.695
C -1.654 -0.479 -2.553
F -0.302 -0.129 -2.255
H -2.293 2.814 1.996
H -1.107 1.577 1.824
H -2.377 1.373 3.075
H -5.074 0.162 2.330
H -3.778 -1.041 2.163
H -5.023 -0.856 0.892
H -5.048 2.710 0.597
H -4.964 1.684 -0.849
H -3.785 2.927 -0.554
H -4.738 -0.693 -1.114
H -5.095 -1.953 -3.231
H -3.263 -2.369 -4.853
H -0.990 -1.375 -4.417

These are the Mulliken partial charges, in e, on atoms 1 to 2: -0.52 -1.03

=====

Entry 6:
This record from the Open Molecules 2025 dataset describes a 17-piece molecular cluster, C15H48N2O17S overall. The level of theory is ωB97M-V/def2-TZVPD.

Summary:
Electronic energy = -2387.15321 Ha
HOMO-LUMO gap = 7.6 eV
HOMO = -7.719 eV
Charge = 0

CARTESIAN COORDINATES (ANGSTROEM)
N -0.719 -1.188 -3.839
C 0.436 -0.391 -4.273
C 1.731 -1.202 -4.468
O 1.506 -2.506 -4.954
C 2.620 -1.213 -3.233
C 2.127 -2.000 -2.047
C 2.100 -3.393 -2.120
C 1.706 -4.150 -1.027
C 1.336 -3.499 0.141
C 1.345 -2.112 0.258
C 1.745 -1.372 -0.850
S 1.798 0.409 -0.810
C 1.006 0.777 0.730
C 0.719 2.117 0.991
C 0.139 2.516 2.187
C -0.163 1.546 3.139
C 0.115 0.216 2.866
C 0.706 -0.202 1.668
N 0.970 -1.583 1.526
H -1.513 -0.876 -4.389
H -0.973 -0.945 -2.888
H 0.225 0.111 -5.211
H 0.649 0.396 -3.547
H 2.297 -0.661 -5.236
H 0.660 -2.528 -5.407
H 2.763 -0.165 -2.984
H 3.609 -1.582 -3.505
H 2.410 -3.879 -3.030
H 1.698 -5.226 -1.035
H 1.037 -4.098 0.992
H 0.976 2.845 0.235
H -0.060 3.564 2.343
H -0.598 1.847 4.080
H -0.147 -0.525 3.614
H 1.594 -1.916 2.247
O 1.662 -7.490 -1.178
H 2.129 -7.970 -1.871
H 1.346 -8.174 -0.579
O -0.962 2.100 -5.910
H -0.791 2.503 -6.767
H -1.309 2.822 -5.373
O -0.442 -5.831 -3.028
H 0.011 -6.349 -2.350
H -1.121 -5.358 -2.539
O -2.005 2.042 5.821
H -1.610 1.440 6.462
H -2.702 2.498 6.301
O -1.774 -0.274 7.830
H -1.452 -1.124 8.153
H -2.695 -0.431 7.593
O 0.093 3.838 -3.993
H 0.424 2.938 -4.105
H 0.623 4.209 -3.279
O -1.452 6.625 -4.343
H -1.105 5.726 -4.433
H -0.930 7.008 -3.631
O 1.722 5.575 2.660
H 1.801 5.806 3.591
H 1.863 4.623 2.639
O -3.703 5.111 -3.225
H -4.480 5.538 -3.596
H -2.956 5.469 -3.728
O -3.036 2.821 -1.285
H -3.013 2.075 -1.892
H -3.493 3.509 -1.791
O -4.434 4.339 0.894
H -4.026 3.928 0.121
H -4.734 3.593 1.420
O 2.031 -0.291 5.596
H 2.747 -0.898 5.375
H 1.555 -0.144 4.767
O -1.294 -5.080 2.595
H -0.976 -4.779 3.451
H -1.007 -4.396 1.979
O 0.974 -1.379 8.185
H 1.145 -0.995 7.313
H 0.683 -0.633 8.719
O 3.203 2.414 5.647
H 3.182 2.577 4.700
H 2.716 1.584 5.760
O -3.086 -3.240 -3.710
H -2.958 -4.169 -3.504
H -2.212 -2.835 -3.632

These are the Mulliken partial charges, in e, on atoms 1 to 2: -0.55 -0.54

=====

Entry 7:
This record from the Open Molecules 2025 dataset describes C4H9NO as an isolated structure at a distorted geometry. The level of theory is ωB97M-V/def2-TZVPD.

Summary:
Electronic energy = -287.69964 Ha
HOMO-LUMO gap = 9.1 eV
HOMO = -8.528 eV
Charge = 0

CARTESIAN COORDINATES (ANGSTROEM)
C -1.717 0.489 0.340
C -0.942 -0.449 -0.559
C -0.114 -1.384 0.028
N 1.608 -0.034 0.696
C 1.877 0.819 -0.237
O 1.302 0.747 -1.394
H -2.249 1.258 -0.225
H -2.455 -0.038 0.959
H -1.014 0.983 1.021
H 0.180 0.176 -1.107
H -1.383 -0.725 -1.520
H 0.387 -2.111 -0.610
H -0.085 -1.602 1.088
H 1.995 0.233 1.596
H 2.610 1.638 -0.076

These are the Mulliken partial charges, in e, on atoms 1 to 2: -1.14 0.04

=====

Entry 8:
This record from the Open Molecules 2025 dataset describes a 9-piece molecular cluster, C23H40BCl2N2O27 overall at a distorted geometry. The level of theory is ωB97M-V/def2-TZVPD.

Summary:
Electronic energy = -3986.77982 Ha
HOMO-LUMO gap = 9.7 eV
HOMO = -7.807 eV
Charge = -1

CARTESIAN COORDINATES (ANGSTROEM)
O 15.477 9.918 17.746
C 16.119 9.161 17.099
O 16.283 7.857 17.383
B 17.128 7.271 16.354
O 17.437 8.351 15.395
C 16.859 9.460 15.797
O 16.746 10.515 15.246
O 16.491 6.120 15.663
C 17.246 5.083 15.726
O 17.059 3.990 15.248
C 18.578 5.504 16.403
O 18.382 6.727 16.888
O 19.612 4.907 16.416
Cl 20.648 1.090 17.945
C 20.052 1.336 16.340
C 18.529 1.533 16.339
Cl 17.761 -0.057 16.677
H 20.358 0.530 15.674
H 20.485 2.226 15.877
H 18.217 1.823 15.344
H 18.195 2.183 17.138
C 22.710 4.087 15.386
N 22.897 5.545 15.138
O 23.465 6.173 16.011
O 22.716 5.989 14.018
H 22.334 3.630 14.478
H 22.060 3.883 16.232
H 23.731 3.817 15.643
C 18.555 3.732 12.746
N 18.960 3.512 11.315
O 19.853 4.236 10.913
O 18.406 2.678 10.647
H 18.997 4.652 13.097
H 18.993 2.856 13.224
H 17.473 3.671 12.785
C 17.361 16.582 18.337
O 16.153 15.984 17.900
C 15.987 14.673 17.784
O 14.979 14.188 17.405
O 17.109 14.032 18.131
C 17.110 12.606 18.043
H 18.204 16.327 17.687
H 17.599 16.191 19.324
H 17.288 17.662 18.264
H 17.286 12.273 17.021
H 16.198 12.238 18.505
H 17.961 12.253 18.628
C 21.494 8.832 17.716
O 22.238 8.602 18.899
C 21.597 8.561 20.040
O 20.430 8.320 20.227
O 22.491 8.665 21.047
C 22.037 8.624 22.371
H 21.395 9.868 17.401
H 20.578 8.240 17.693
H 22.042 8.379 16.883
H 21.004 8.309 22.521
H 22.138 9.596 22.860
H 22.663 7.922 22.925
C 14.161 10.786 12.414
O 13.770 11.343 13.652
C 14.353 12.415 14.169
O 13.797 13.101 14.976
O 15.584 12.601 13.727
C 16.318 13.707 14.174
H 15.146 10.318 12.420
H 14.044 11.567 11.660
H 13.498 9.966 12.136
H 15.794 14.649 13.986
H 17.283 13.799 13.683
H 16.460 13.677 15.255
C 20.310 4.635 19.843
O 19.320 5.169 20.693
C 19.573 5.236 22.001
O 20.519 4.781 22.565
O 18.605 5.990 22.544
C 18.487 5.959 23.960
H 20.011 4.906 18.833
H 20.361 3.545 19.881
H 21.294 5.065 20.041
H 18.843 5.005 24.357
H 17.461 6.062 24.304
H 19.135 6.775 24.291
C 13.786 7.048 11.077
O 15.026 6.689 11.661
C 16.097 7.472 11.567
O 16.164 8.475 10.924
O 17.081 6.795 12.154
C 18.339 7.445 12.238
H 13.234 6.176 10.745
H 13.999 7.674 10.206
H 13.232 7.648 11.798
H 18.678 7.454 13.272
H 18.321 8.468 11.861
H 19.033 6.884 11.607

These are the Mulliken partial charges, in e, on atoms 1 to 2: -0.58 0.57

=====

What is the electronic energy in the first record?
-1246.91484 Ha

=====

Which of these has the lowest electronic energy?
C23H40BCl2N2O27

=====

Which value of electronic energy does entry 7 give?
-287.69964 Ha